Record 1
{
  "formula": "C34H28F9InN5O6PSSe",
  "method": "ωB97M-V/def2-TZVPD",
  "species": ["In", "C", "N", "C", "C", "N", "C", "S", "C", "C", "C", "C", "C", "N", "H", "H", "H", "H", "H", "H", "H", "H", "H", "C", "C", "N", "O", "C", "C", "N", "O", "H", "H", "H", "H", "H", "H", "H", "F", "C", "F", "F", "C", "C", "C", "C", "C", "C", "P", "C", "C", "C", "C", "C", "C", "C", "F", "F", "F", "C", "C", "C", "C", "C", "C", "C", "F", "F", "F", "H", "H", "H", "H", "H", "H", "H", "H", "H", "H", "H", "H", "O", "Se", "O", "O", "O"],
  "coordinates": [[-2.2320, -0.1895, -1.1155], [-1.6419, 3.6160, 2.2402], [-1.8905, 3.7779, 0.8169], [-1.6095, 4.9106, 0.0872], [-1.9802, 4.6623, -1.1774], [-2.4979, 3.3736, -1.2282], [-2.4420, 2.8417, 0.0222], [-3.0061, 1.3716, 0.7013], [-2.9180, 2.7756, -2.4712], [-2.7035, 3.4677, -3.6486], [-3.2017, 2.9290, -4.8230], [-3.8930, 1.7373, -4.7808], [-3.9973, 1.0864, -3.5664], [-3.5102, 1.5885, -2.4223], [-1.1432, 4.5134, 2.5958], [-1.0041, 2.7499, 2.4063], [-2.5789, 3.4755, 2.7754], [-1.1693, 5.7839, 0.5311], [-1.9418, 5.3054, -2.0313], [-2.1306, 4.3779, -3.6840], [-3.0264, 3.4388, -5.7601], [-4.2936, 1.2785, -5.6718], [-4.4368, 0.0996, -3.4852], [-2.5433, -4.1976, 0.8647], [-2.6543, -2.9442, 0.0600], [-2.1797, -1.8185, 0.4593], [-1.6346, -1.8204, 1.7382], [-3.3737, -2.9805, -1.2101], [-3.9311, -4.2569, -1.7493], [-3.5560, -1.8393, -1.8274], [-4.2490, -1.7660, -2.8836], [-1.8375, -4.0829, 1.6799], [-2.2302, -5.0174, 0.2198], [-3.5218, -4.4556, 1.2747], [-1.2427, -0.9373, 1.8053], [-4.6379, -4.7186, -1.0570], [-3.1372, -4.9790, -1.9494], [-4.4468, -4.0395, -2.6801], [3.2524, -0.7731, 7.1156], [2.5326, 0.2716, 6.6682], [3.3017, 1.3686, 6.8218], [1.4779, 0.4136, 7.4887], [2.1191, 0.0875, 5.2344], [0.8535, 0.4523, 4.8145], [0.5134, 0.3043, 3.4740], [1.4231, -0.1999, 2.5542], [2.6968, -0.5605, 2.9983], [3.0448, -0.4202, 4.3266], [0.9293, -0.2813, 0.7767], [2.1275, 0.9346, 0.1233], [1.6723, 2.2482, 0.0682], [2.4871, 3.2642, -0.3986], [3.7680, 2.9604, -0.8332], [4.2326, 1.6537, -0.7915], [3.4147, 0.6454, -0.3121], [4.6692, 4.0281, -1.3848], [5.8609, 4.0502, -0.7529], [4.1369, 5.2589, -1.2644], [4.9296, 3.8357, -2.6908], [1.5443, -1.9346, 0.3013], [1.9524, -2.2144, -0.9995], [2.2044, -3.5229, -1.3873], [2.0367, -4.5579, -0.4834], [1.6232, -4.2939, 0.8169], [1.3758, -2.9902, 1.2032], [2.2351, -5.9862, -0.9018], [2.8882, -6.6977, 0.0387], [2.9309, -6.0991, -2.0432], [1.0516, -6.6093, -1.0988], [0.1355, 0.8383, 5.5247], [-0.4817, 0.5920, 3.1481], [3.4193, -0.9551, 2.2947], [4.0320, -0.7044, 4.6662], [0.6552, 2.4718, 0.3692], [2.1273, 4.2827, -0.4419], [5.2316, 1.4237, -1.1377], [3.7880, -0.3698, -0.2862], [2.0466, -1.4196, -1.7298], [2.5156, -3.7301, -2.4016], [1.4972, -5.1050, 1.5220], [1.0409, -2.7962, 2.2140], [1.5132, 0.3656, -2.9922], [-0.0965, 0.3626, -2.9509], [-0.7235, -1.0956, -2.3521], [-0.7086, 1.3043, -1.6740], [-0.8541, 0.7805, -4.3105]],
  "mulliken_charge": [1.59, -0.89, 0.20, -0.79, -0.34, 0.57, 0.24, -0.43, 1.30, -0.81, -0.61, -0.74, -0.35, -0.37, 0.29, 0.34, 0.37, 0.50, 0.41, 0.25, 0.41, 0.43, 0.67, -1.60, 0.53, 0.20, -0.52, 0.44, -1.52, 0.46, -0.84, 0.39, 0.37, 0.34, -0.04, 0.33, 0.32, 0.40, -0.26, 0.85, -0.25, -0.28, 0.30, -1.06, 0.11, 0.31, -0.29, -1.06, 1.47, 0.28, -0.17, -0.71, 0.22, -1.16, -0.14, 0.76, -0.27, -0.29, -0.25, 0.13, 0.02, -1.26, 0.29, -1.17, -0.77, 0.77, -0.28, -0.28, -0.25, 0.50, 0.08, 0.41, 0.42, 0.10, 0.54, 0.40, 0.39, 0.54, 0.50, 0.43, 0.51, -0.62, 1.00, -0.76, -0.51, -0.67],
  "de_lowest_kcal_mol": 0.0,
  "homo_ev": -8.1,
  "energy_ha": -6267.5211,
  "lumo_energy_ev": -0.279,
  "total_charge": 0,
  "gap_ha": 0.2891,
  "multiplicity": 1
}

=====

Record 2
{
  "formula": "C34H29AsLiN2O3Te",
  "method": "ωB97M-V/def2-TZVPD",
  "species": ["Li", "N", "C", "C", "O", "N", "C", "C", "O", "O", "H", "H", "H", "H", "H", "H", "C", "C", "C", "C", "C", "C", "As", "C", "C", "C", "C", "C", "C", "C", "C", "C", "C", "C", "C", "H", "H", "H", "H", "H", "H", "H", "H", "H", "H", "H", "H", "H", "Te", "C", "C", "C", "C", "C", "C", "C", "C", "C", "C", "C", "C", "H", "H", "H", "H", "H", "H", "H", "H", "H", "H"],
  "coordinates": [[-0.7732, 1.8944, 1.6873], [0.6256, 3.1347, 0.6858], [1.5751, 3.2808, 1.8313], [1.5139, 1.9585, 2.6160], [2.4694, 1.1578, 2.4834], [0.3590, 1.8223, 3.2420], [0.0379, 0.4974, 3.7869], [-0.9423, -0.2066, 2.8278], [-0.8197, -1.4047, 2.5510], [-1.8319, 0.5813, 2.3034], [0.9584, 2.3619, 0.1104], [0.6556, 3.9532, 0.0900], [1.2213, 4.0980, 2.4576], [2.5998, 3.4620, 1.5069], [-0.4836, 0.6328, 4.7397], [0.9136, -0.1359, 3.9373], [-0.0009, -3.7965, -2.7149], [-0.5567, -3.7350, -1.4430], [-0.0898, -2.8082, -0.5202], [0.9516, -1.9340, -0.8507], [1.4995, -2.0027, -2.1295], [1.0272, -2.9286, -3.0547], [1.4616, -0.6030, 0.5303], [2.5675, -1.8348, 1.5552], [2.1322, -2.7700, 2.4800], [3.0646, -3.5742, 3.1258], [4.4217, -3.4323, 2.8542], [4.8558, -2.4855, 1.9372], [3.9305, -1.6794, 1.2832], [4.2511, -0.6434, 0.2769], [5.5280, -0.2651, -0.1238], [5.6910, 0.7234, -1.0854], [4.5816, 1.3419, -1.6505], [3.3036, 0.9752, -1.2410], [3.1350, -0.0146, -0.2860], [-0.3731, -4.5103, -3.4400], [-1.3660, -4.4021, -1.1693], [-0.5429, -2.7461, 0.4661], [2.3071, -1.3379, -2.4097], [1.4665, -2.9666, -4.0448], [1.0750, -2.8422, 2.7085], [2.7317, -4.3069, 3.8512], [5.1446, -4.0570, 3.3649], [5.9160, -2.3784, 1.7351], [6.4013, -0.7308, 0.3185], [6.6874, 1.0156, -1.3942], [4.7126, 2.1105, -2.4019], [2.4397, 1.4608, -1.6827], [-2.1603, 0.0853, -0.2613], [-3.0111, 0.1798, -2.2467], [-2.7735, 1.2434, -3.1169], [-3.4031, 1.3106, -4.3543], [-4.2750, 0.3035, -4.7475], [-4.5083, -0.7705, -3.8990], [-3.8800, -0.8296, -2.6593], [-3.6794, 1.4465, 0.3387], [-4.7422, 0.9913, 1.1167], [-5.7285, 1.8698, 1.5430], [-5.6617, 3.2166, 1.2029], [-4.6019, 3.6777, 0.4370], [-3.6135, 2.7956, 0.0107], [-2.0865, 2.0297, -2.8248], [-3.2090, 2.1489, -5.0135], [-4.7655, 0.3540, -5.7120], [-5.1832, -1.5634, -4.1999], [-4.0689, -1.6688, -1.9996], [-4.7831, -0.0523, 1.4012], [-6.5480, 1.5044, 2.1505], [-6.4280, 3.9035, 1.5406], [-4.5371, 4.7273, 0.1756], [-2.7864, 3.1668, -0.5837]],
  "mulliken_charge": [0.84, -0.51, -0.56, 0.66, -0.69, -0.97, -0.18, 0.43, -0.60, -0.83, -0.06, 0.25, 0.42, 0.38, 0.41, 0.27, -0.56, -0.65, 0.01, 0.23, -0.39, -0.64, 0.47, 0.04, -0.31, -0.71, -0.67, -0.73, 0.65, 0.68, -0.53, -0.72, -0.74, -0.53, -0.14, 0.36, 0.43, 0.40, 0.27, 0.38, 0.45, 0.41, 0.38, 0.34, 0.35, 0.38, 0.41, 0.40, 0.56, -0.18, -0.10, -0.62, -0.39, -0.56, -0.22, 0.27, -0.46, -0.59, -0.40, -0.63, -0.10, 0.29, 0.37, 0.35, 0.37, 0.33, 0.36, 0.37, 0.36, 0.37, 0.23],
  "de_lowest_kcal_mol": 5.0,
  "homo_ev": -4.9,
  "energy_ha": -4159.7289,
  "lumo_energy_ev": 2.334,
  "total_charge": -1,
  "gap_ha": 0.2648,
  "multiplicity": 1
}